[1]
A structure of composition C38H29N6O11Y. Source: the Open Molecules 2025 dataset; level of theory: ωB97M-V with the def2-TZVPD basis set.

XYZ file:
```
85
C38H29N6O11Y (ωB97M-V with the def2-TZVPD basis set)
Y 0.37 0.12 -0.19
O 2.58 -3.68 -0.76
C 2.15 -2.55 -0.90
O 1.47 -1.89 -0.04
C 2.46 -1.78 -2.20
C 3.63 -1.92 -2.90
C 3.91 -1.09 -4.00
C 3.09 -0.01 -4.30
C 1.92 0.17 -3.57
C 1.49 -0.81 -2.61
O 0.30 -0.81 -2.16
N 1.18 1.35 -3.69
O 0.45 1.68 -2.75
O 1.32 2.05 -4.67
N 5.09 -1.31 -4.77
O 5.79 -2.26 -4.48
O 5.33 -0.54 -5.68
H 4.35 -2.67 -2.61
H 3.37 0.70 -5.06
O -5.04 -6.22 -1.38
C -4.42 -5.24 -2.07
O -4.59 -5.09 -3.24
C -3.54 -4.36 -1.25
C -3.94 -3.95 0.02
C -3.16 -3.09 0.76
C -1.94 -2.64 0.24
C -1.53 -3.06 -1.03
C -2.33 -3.89 -1.77
N -1.17 -1.72 0.95
C -0.93 -1.98 2.18
C -0.17 -1.09 3.04
C 0.06 -1.47 4.36
C 0.74 -0.62 5.21
C 1.23 0.56 4.67
C 1.00 0.84 3.33
N 0.29 0.06 2.53
H -4.77 -6.25 -0.46
H -4.88 -4.29 0.43
H -3.51 -2.73 1.72
H -0.57 -2.72 -1.40
H -2.04 -4.18 -2.77
H -1.25 -2.91 2.63
H -0.32 -2.42 4.71
H 0.89 -0.88 6.25
H 1.77 1.26 5.29
H 1.40 1.75 2.90
O -5.18 3.49 -3.78
C -5.15 2.09 -3.68
C -4.03 1.66 -2.78
C -3.80 0.32 -2.51
C -2.74 -0.01 -1.67
N -1.95 0.87 -1.08
C -2.16 2.17 -1.35
C -3.18 2.59 -2.19
C -1.27 3.14 -0.69
C -1.38 4.51 -0.95
C -0.61 5.42 -0.24
C -0.77 6.90 -0.48
O -1.18 7.21 -1.79
C 0.29 4.91 0.69
C 0.39 3.54 0.84
N -0.37 2.67 0.19
H -5.88 3.75 -4.40
H -5.00 1.63 -4.67
H -6.10 1.71 -3.26
H -4.42 -0.45 -2.95
H -2.54 -1.05 -1.47
H -3.36 3.63 -2.42
H -2.05 4.89 -1.69
H 0.15 7.43 -0.22
H -1.57 7.27 0.17
H -0.49 6.94 -2.40
H 0.91 5.56 1.28
H 1.13 3.13 1.51
C 5.11 1.97 0.23
C 4.20 2.60 -0.60
C 2.89 2.14 -0.69
C 2.43 1.03 0.05
C 3.39 0.41 0.87
C 4.70 0.87 0.96
H 6.13 2.34 0.31
H 4.51 3.45 -1.19
H 2.22 2.68 -1.35
H 3.13 -0.46 1.45
H 5.40 0.35 1.60
```

orbital gap = 6.6435 eV
maximum force = 1.73 eV Å⁻¹
electronic energy = -2659.9780 Eh

Atom charges from the Mulliken analysis, given in e for atoms 1 to 5: Y 1.502; O -0.746; C -0.249; O -0.579; C 1.194

***

[2]
A structure of composition C18H26N2O2S2Zr. Source: the Open Molecules 2025 dataset; level of theory: ωB97M-V with the def2-TZVPD basis set.

XYZ file:
```
51
C18H26N2O2S2Zr (ωB97M-V with the def2-TZVPD basis set)
Zr -0.94 -0.58 -0.23
O -2.58 0.44 -0.18
S -3.85 0.97 -1.22
C -2.93 0.63 -2.76
C -3.31 -0.78 -3.22
C -2.49 -1.38 -4.36
C -0.99 -1.67 -4.21
S -0.29 -2.61 -2.80
O 0.04 -1.47 -1.74
C -1.69 -3.35 -1.96
C -2.58 -4.14 -2.65
C -3.71 -4.63 -1.98
C -3.94 -4.32 -0.65
C -3.00 -3.59 0.07
C -1.86 -3.07 -0.57
C -4.10 2.64 -1.10
C -5.29 2.96 -0.41
C -5.69 4.28 -0.33
C -4.89 5.27 -0.91
C -3.70 4.95 -1.59
C -3.29 3.64 -1.68
H -1.86 0.76 -2.53
H -3.18 1.41 -3.48
H -4.34 -0.75 -3.56
H -3.32 -1.45 -2.35
H -2.56 -0.74 -5.25
H -2.99 -2.30 -4.67
H -0.35 -0.78 -4.18
H -0.65 -2.25 -5.07
H -2.42 -4.39 -3.69
H -4.40 -5.26 -2.52
H -4.82 -4.72 -0.15
H -3.12 -3.48 1.14
H -0.98 -2.98 0.09
H -5.91 2.18 0.01
H -6.61 4.54 0.17
H -5.21 6.30 -0.86
H -3.12 5.74 -2.04
H -2.38 3.40 -2.22
N -0.04 -0.79 1.85
C 1.31 -0.09 1.91
C 1.16 1.27 1.25
N 0.69 1.05 -0.17
H -0.66 -0.35 2.55
H 0.08 -1.75 2.20
H 2.03 -0.72 1.39
H 1.62 0.01 2.95
H 2.11 1.80 1.25
H 0.42 1.89 1.76
H 1.49 0.74 -0.73
H 0.42 1.95 -0.57
```

orbital gap = 6.4782 eV
maximum force = 0.92 eV Å⁻¹
charge = +4
electronic energy = -1803.4053 Eh

Atom charges from the Mulliken analysis, given in e for atoms 1 to 5: Zr 2.091; O -0.603; S 0.239; C -0.888; C -0.005

***

[3]
A structure of composition C45H36BrI2N4O2PTl. Source: the Open Molecules 2025 dataset; level of theory: ωB97M-V with the def2-TZVPD basis set.

XYZ file:
```
92
C45H36BrI2N4O2PTl (ωB97M-V with the def2-TZVPD basis set)
Tl -0.57 0.38 -0.86
C -3.78 -2.19 1.45
C -3.78 -0.73 1.79
N -4.86 -0.19 2.27
C -4.86 1.12 2.60
C -3.76 1.92 2.47
C -3.85 3.37 2.88
O -3.38 3.60 4.21
C -2.56 1.37 1.95
C -1.35 2.16 1.89
N -0.27 1.80 1.32
C 0.82 2.69 1.31
C 0.69 3.99 0.85
C 1.79 4.83 0.78
C 3.04 4.37 1.17
C 3.17 3.08 1.66
C 2.07 2.24 1.73
I 2.29 0.32 2.47
C -2.55 0.01 1.56
O -1.54 -0.61 1.07
H -4.81 -2.55 1.39
H -3.26 -2.76 2.22
H -3.26 -2.37 0.52
H -5.79 1.52 2.97
H -4.90 3.68 2.88
H -3.32 4.01 2.17
H -2.59 3.07 4.33
H -1.38 3.13 2.40
H -0.28 4.32 0.49
H 1.67 5.83 0.39
H 3.91 5.01 1.10
H 4.14 2.71 1.97
I -1.98 2.90 -1.65
Br -5.21 -3.85 -3.62
C -3.90 -2.67 -2.90
C -2.57 -3.02 -2.97
C -1.62 -2.15 -2.43
C -1.99 -0.95 -1.84
C -3.34 -0.62 -1.81
C -4.30 -1.48 -2.33
H -2.27 -3.95 -3.43
H -0.58 -2.45 -2.48
H -3.66 0.32 -1.37
H -5.35 -1.22 -2.28
N 1.44 0.85 -1.06
P 2.43 1.08 -2.21
C 2.71 -0.36 -3.32
C 1.59 -1.04 -3.78
C 1.72 -2.14 -4.61
C 2.98 -2.59 -4.97
C 4.11 -1.92 -4.52
C 3.97 -0.81 -3.69
C 2.14 2.45 -3.37
C 1.59 3.62 -2.84
C 1.34 4.70 -3.66
C 1.62 4.63 -5.01
C 2.15 3.47 -5.55
C 2.41 2.38 -4.73
C 4.08 1.40 -1.52
C 4.50 0.54 -0.50
C 5.73 0.74 0.11
C 6.54 1.79 -0.28
C 6.12 2.65 -1.29
C 4.90 2.45 -1.91
H 0.60 -0.70 -3.50
H 0.83 -2.66 -4.96
H 3.09 -3.46 -5.61
H 5.10 -2.27 -4.80
H 4.86 -0.30 -3.34
H 1.33 3.65 -1.79
H 0.89 5.59 -3.24
H 1.40 5.47 -5.66
H 2.36 3.40 -6.61
H 2.82 1.47 -5.16
H 3.84 -0.25 -0.17
H 6.04 0.07 0.91
H 7.49 1.95 0.21
H 6.75 3.48 -1.59
H 4.58 3.13 -2.69
N 0.93 -2.06 -0.34
C 1.43 -3.00 -0.77
C 2.11 -4.14 -1.32
C 1.45 -5.37 -1.42
C 2.11 -6.44 -1.98
C 3.41 -6.30 -2.44
C 4.06 -5.07 -2.35
C 3.41 -3.98 -1.79
H 0.44 -5.46 -1.05
H 1.62 -7.40 -2.06
H 3.93 -7.14 -2.89
H 5.07 -4.96 -2.73
H 3.88 -3.01 -1.74
```

orbital gap = 6.7920 eV
maximum force = 0.30 eV Å⁻¹
charge = -1
electronic energy = -5789.2449 Eh

Atom charges from the Mulliken analysis, given in e for atoms 1 to 5: Tl 0.665; C -0.992; C 0.647; N -0.697; C -0.968

***

[4]
A structure of composition CH25LiO12. Source: the Open Molecules 2025 dataset; level of theory: ωB97M-V with the def2-TZVPD basis set.

XYZ file:
```
39
CH25LiO12 (ωB97M-V with the def2-TZVPD basis set)
Li -1.59 0.12 0.75
C 0.52 0.23 -0.28
O 0.12 -0.81 0.51
H 1.65 0.31 -0.11
H 0.10 1.10 -0.02
H 0.26 -0.08 -1.22
O -1.25 0.84 2.54
H -0.68 0.47 3.25
H -1.34 1.66 3.08
O 4.37 -0.64 -0.86
H 4.59 -0.43 0.04
H 3.47 -1.13 -0.76
O -1.26 -1.74 -3.03
H -2.09 -2.18 -2.67
H -1.38 -1.85 -3.94
O -2.75 -0.79 1.35
H -2.95 -0.16 2.07
H -3.05 -1.73 1.67
O -2.47 0.29 -1.26
H -3.37 -0.21 -1.65
H -1.82 -0.15 -1.65
O -1.01 -3.44 1.24
H -0.42 -2.68 1.07
H -0.98 -4.22 0.66
O 1.72 2.98 -2.12
H 2.51 2.43 -2.48
H 0.98 2.29 -2.16
O -2.08 3.03 0.28
H -2.09 2.94 -0.69
H -3.05 3.00 0.39
O 2.17 3.63 0.56
H 1.51 4.17 0.71
H 1.84 3.00 -0.03
O 1.48 -0.85 2.60
H 1.15 -0.69 1.68
H 2.00 -1.44 2.22
O 2.11 -2.33 -0.52
H 1.73 -3.02 -1.03
H 1.36 -1.88 -0.19
```

orbital gap = 7.7908 eV
maximum force = 8.73 eV Å⁻¹
electronic energy = -963.4181 Eh

Atom charges from the Mulliken analysis, given in e for atoms 1 to 5: Li 0.827; C -1.373; O -0.638; H 0.208; H 0.889

***

[5]
A structure of composition C22H43BLuN6O5PS2. Source: the Open Molecules 2025 dataset; level of theory: ωB97M-V with the def2-TZVPD basis set.

XYZ file:
```
81
C22H43BLuN6O5PS2 (ωB97M-V with the def2-TZVPD basis set)
C -0.01 -4.34 3.49
C -1.20 -4.70 2.43
C -2.57 -3.91 2.71
C -2.41 -2.29 2.64
N -3.24 -1.65 1.57
B -2.40 -0.95 0.50
C -1.71 -2.22 -0.31
C -0.11 -2.31 -0.23
C 0.39 -3.41 -1.33
S 2.24 -3.64 -1.29
C 3.00 -2.77 -2.78
S 2.50 -3.07 -4.35
N 4.09 -1.81 -2.43
C 5.43 -2.24 -2.00
C 6.20 -0.91 -1.70
N 5.31 0.22 -1.97
C 4.07 -0.36 -2.38
O -1.57 0.08 1.12
C -1.42 1.35 0.42
C -1.71 2.69 1.30
C -1.27 4.01 0.49
C 0.00 4.80 1.10
C 1.15 4.88 -0.04
O 0.88 5.90 -1.04
C 2.04 5.84 -1.91
O 1.99 5.33 -3.06
N 0.03 1.25 0.00
C 0.94 1.35 1.18
C 2.19 0.34 1.18
C 3.60 1.08 0.84
C -2.51 1.10 -0.79
C -3.83 2.00 -0.86
N -3.68 3.31 -1.56
P -1.85 0.93 -2.59
N -3.19 0.31 -3.59
O -0.60 -0.22 -2.72
O -3.08 -0.22 -0.58
H 1.03 -4.21 2.94
H 0.16 -5.14 4.30
H -0.26 -3.35 4.03
H -1.45 -5.84 2.59
H -0.77 -4.57 1.36
H -3.43 -4.29 2.03
H -2.89 -4.20 3.78
H -1.28 -2.10 2.49
H -2.73 -1.87 3.66
H -3.97 -1.04 1.96
H -2.01 -2.12 -1.42
H -2.13 -3.25 0.02
H 0.34 -1.31 -0.57
H 0.27 -2.55 0.82
H -0.10 -4.40 -1.02
H 0.04 -3.15 -2.39
H 5.82 -3.31 -1.88
H 7.27 -0.87 -1.32
H 3.12 0.21 -2.65
H -1.15 2.67 2.31
H -2.83 2.74 1.59
H -0.95 3.68 -0.57
H -2.20 4.70 0.43
H 0.41 4.28 2.03
H -0.31 5.89 1.29
H 1.26 3.87 -0.60
H 2.18 5.09 0.43
H 3.08 6.21 -1.58
H 0.25 1.92 -0.75
H 1.39 2.42 1.16
H 0.43 1.24 2.20
H 2.08 -0.57 0.50
H 2.31 -0.06 2.26
H 3.50 1.65 -0.16
H 4.38 0.24 0.71
H 3.95 1.76 1.69
H -4.34 2.20 0.15
H -4.60 1.40 -1.48
H -4.15 4.08 -1.08
H -2.70 3.53 -1.79
H -3.95 -0.05 -3.00
H -2.76 -0.43 -4.17
H -0.75 -0.86 -3.45
Lu 0.77 -5.97 1.72
```

orbital gap = 2.2159 eV
maximum force = 5.64 eV Å⁻¹
charge = +2
electronic energy = -3965.8650 Eh

Atom charges from the Mulliken analysis, given in e for atoms 1 to 5: C -0.924; C 0.522; C -1.322; C 0.169; N -0.521